[1]
{
  "formula": "C24H22BrIN3OTi",
  "method": "wB97M-V/def2-TZVPD",
  "symbols": ["C", "N", "C", "N", "H", "H", "C", "C", "Br", "H", "C", "C", "C", "C", "H", "H", "C", "H", "C", "C", "H", "H", "H", "O", "N", "C", "H", "C", "C", "H", "H", "Ti", "C", "C", "H", "C", "C", "C", "C", "H", "H", "H", "H", "H", "H", "H", "C", "C", "I", "C", "C", "H", "H"],
  "xyz": [[1.285, 0.002, -2.632], [-1.007, -1.726, 0.162], [-2.264, -3.129, 1.457], [-0.044, -0.263, 2.241], [4.034, -2.437, 3.918], [1.228, 0.952, -3.167], [2.988, 0.772, 0.514], [3.543, -1.352, 5.703], [-4.322, 3.568, 1.332], [-3.023, -4.298, -0.267], [4.697, 0.130, -1.010], [4.328, 0.603, 0.237], [-2.107, 4.147, -0.416], [3.712, -0.101, -1.955], [2.801, -0.152, 7.320], [-0.704, -0.101, -2.521], [1.694, 0.176, 5.515], [-3.410, 7.624, -1.374], [3.388, -1.693, 4.366], [-1.847, 6.179, -1.649], [1.483, -0.793, -3.347], [-1.142, -1.464, 3.548], [3.965, -0.419, -2.958], [0.052, -0.242, -1.936], [2.021, 0.485, -0.375], [2.693, -0.416, 6.276], [-1.497, -2.605, -1.697], [2.391, -1.094, 3.605], [-3.038, 6.643, -1.109], [4.315, -1.822, 6.298], [5.739, -0.037, -1.253], [0.217, -0.172, 0.276], [2.389, 0.098, -1.613], [-2.418, -3.495, 0.124], [-1.283, 6.792, -2.340], [-3.763, 5.858, -0.225], [-1.389, -2.043, 1.472], [-0.866, -1.255, 2.515], [-3.297, 4.598, 0.127], [1.026, 0.902, 5.970], [5.065, 0.839, 0.993], [2.665, 1.183, 1.462], [-0.361, 0.817, 4.026], [0.845, 1.472, 2.950], [-4.692, 6.215, 0.197], [2.269, -1.386, 2.570], [1.539, -0.151, 4.171], [-1.375, 4.921, -1.301], [-1.341, 2.218, 0.059], [0.460, 0.539, 3.363], [-1.634, -2.614, -0.626], [-0.447, 4.549, -1.714], [-2.723, -3.588, 2.322]],
  "forces_ev_per_a": [[-0.133, -0.071, 0.143], [-0.854, -1.501, 0.482], [-0.080, -0.057, 0.151], [-0.308, -0.176, 1.821], [0.001, 0.017, 0.000], [-0.011, 0.068, -0.063], [0.179, 0.146, -0.183], [-0.018, 0.017, -0.006], [0.002, 0.018, -0.010], [0.037, 0.044, 0.027], [0.049, -0.025, -0.102], [0.078, 0.169, 0.228], [0.268, -0.274, -0.083], [0.022, -0.003, -0.237], [-0.008, -0.012, -0.036], [0.029, -0.034, 0.183], [0.052, 0.029, 0.009], [0.004, -0.025, 0.002], [-0.045, 0.044, 0.009], [0.039, -0.033, 0.000], [-0.001, -0.084, -0.043], [-0.033, -0.038, -0.003], [-0.005, -0.026, 0.053], [0.540, 0.037, -0.373], [2.082, 0.159, -0.489], [-0.014, 0.013, -0.027], [0.012, 0.004, -0.010], [0.038, 0.003, 0.084], [-0.024, 0.003, 0.017], [-0.023, 0.009, -0.015], [-0.053, 0.009, 0.015], [-1.038, 0.846, -1.572], [-0.100, 0.280, 0.052], [-0.056, -0.066, -0.075], [-0.019, -0.002, 0.020], [0.018, 0.060, -0.034], [0.022, 0.039, -0.204], [0.170, 0.129, -0.037], [-0.042, 0.050, 0.005], [0.039, -0.049, -0.012], [-0.037, -0.018, -0.028], [-0.044, -0.238, 0.117], [-0.071, 0.026, 0.010], [0.006, 0.110, -0.031], [0.015, 0.003, -0.009], [-0.025, -0.024, -0.044], [0.027, -0.054, 0.026], [-0.125, 0.199, -0.017], [-0.499, 0.489, 0.218], [-0.032, -0.281, -0.052], [-0.018, 0.033, 0.175], [-0.021, 0.007, 0.012], [0.009, 0.033, -0.067]],
  "lowdin_charge": [-0.120, -0.100, -0.016, -0.160, 0.106, 0.146, -0.087, -0.080, 0.740, 0.102, -0.016, -0.020, -0.674, 0.010, 0.109, 0.124, -0.040, 0.114, -0.074, -0.074, 0.139, 0.156, 0.131, -0.175, -0.034, -0.070, 0.107, -0.055, -0.066, 0.107, 0.126, 0.663, -0.232, -0.065, 0.111, -0.120, -0.313, -0.045, -0.744, 0.117, 0.124, 0.117, 0.126, 0.106, 0.106, 0.096, -0.222, -0.157, 1.068, -0.170, -0.130, 0.091, 0.116],
  "charge": 1,
  "e_homo_ev": [-9.4, -10.7],
  "e_above_lowest_kcal_mol": 43.5,
  "multiplicity": 3,
  "s2": 2.008
}

=====

[2]
{
  "formula": "C24H22CoNO6",
  "method": "wB97M-V/def2-TZVPD",
  "symbols": ["H", "H", "C", "C", "H", "C", "O", "C", "C", "C", "O", "C", "H", "H", "O", "H", "C", "H", "H", "C", "H", "H", "C", "C", "N", "C", "C", "H", "C", "C", "C", "H", "C", "H", "C", "H", "C", "O", "H", "C", "C", "O", "O", "C", "H", "C", "H", "H", "Co", "H", "C", "H", "H", "H"],
  "xyz": [[0.359, 1.490, 3.495], [3.274, -2.344, -0.798], [3.507, -0.935, 3.653], [3.880, -2.189, 1.657], [4.354, -2.976, 1.109], [-1.119, 0.282, -4.373], [0.725, 2.097, 0.676], [-2.275, -0.622, 3.357], [3.128, -1.244, 0.977], [-2.244, 0.888, -0.190], [-0.288, -0.185, 2.102], [-1.339, -2.058, -4.988], [3.667, -0.758, 4.722], [-1.055, 0.300, 4.960], [-0.572, 3.886, 0.684], [-3.384, -0.654, 3.339], [-0.947, -0.103, -2.990], [-1.968, 2.699, 2.573], [-0.864, 1.766, -5.848], [2.831, 0.014, 2.919], [-1.525, -2.770, -5.799], [-3.280, 1.066, 1.645], [3.965, -2.113, 3.034], [-1.482, -0.709, -5.313], [2.508, -0.192, 1.600], [-0.999, -1.490, -2.683], [-0.806, 0.942, -2.046], [-0.262, 3.571, -4.133], [-0.849, 1.614, -4.776], [-1.023, -2.461, -3.674], [-2.213, 0.842, 1.305], [1.260, -1.177, -1.722], [-1.732, -0.503, 1.890], [-1.081, -1.799, -1.636], [-1.315, 1.980, 2.041], [-2.306, 1.369, 4.195], [-0.351, 2.749, 1.092], [-3.083, 1.324, -0.940], [-0.321, 2.963, -1.666], [-0.555, 1.071, 3.017], [-0.539, 2.556, -3.812], [-0.902, 0.558, -0.702], [1.582, -1.023, -0.801], [2.960, -1.315, -0.543], [2.462, 0.917, 3.406], [-0.569, 2.244, -2.465], [3.565, -0.522, -0.963], [-1.823, -0.460, -6.299], [0.820, 0.206, 0.499], [-0.738, -3.477, -3.431], [-1.603, 0.547, 4.020], [-1.861, -1.556, 3.784], [-1.940, -1.345, 1.257], [4.368, -2.962, 3.584]],
  "forces_ev_per_a": [[-0.553, -0.609, -0.854], [-0.248, 0.594, -0.582], [0.288, -0.604, 0.376], [-0.676, 0.482, -0.125], [0.042, -0.502, -0.194], [0.597, 0.726, -0.030], [-1.969, 2.152, 1.860], [0.371, -1.346, -1.391], [-0.034, 0.819, 0.138], [1.703, 1.203, -2.081], [-2.112, 0.649, 2.666], [0.075, -0.525, 0.439], [-0.084, -0.159, -0.363], [-0.810, -0.004, -0.479], [-1.027, -0.080, 0.999], [0.690, 0.144, 0.293], [-0.649, -0.138, -0.351], [0.356, -0.386, -0.416], [0.021, 0.512, 0.056], [-0.549, -0.518, -1.028], [0.257, -0.092, 0.392], [1.213, -0.516, -0.617], [0.105, 0.415, 0.526], [0.071, -0.871, 0.511], [0.809, -0.709, 0.043], [0.308, 0.782, 1.484], [0.366, -1.004, -1.685], [-0.180, -0.425, 0.323], [-0.359, -1.467, 0.335], [-0.322, -0.173, -1.887], [-2.111, 0.908, 1.115], [0.212, 0.024, 0.525], [0.791, 2.029, 1.431], [0.344, 0.126, -0.207], [0.488, -0.529, -0.833], [0.173, -0.185, 0.350], [2.528, -0.551, -2.017], [0.768, -1.013, 1.721], [-0.245, -0.116, -0.631], [-0.612, -1.095, -1.094], [0.246, 1.270, -0.188], [-2.950, 0.679, 0.471], [0.508, -1.228, -1.250], [-0.361, -0.309, 1.416], [0.031, -0.158, -0.387], [0.411, 0.460, 1.378], [0.356, -0.077, -0.477], [0.060, 0.364, -0.377], [0.865, 0.028, 0.117], [-0.439, -0.163, -0.087], [1.049, 0.892, 1.126], [-0.497, 0.272, -0.266], [0.525, -0.417, -0.274], [0.159, 0.441, 0.078]],
  "lowdin_charge": [0.150, 0.125, -0.087, -0.054, 0.100, -0.189, -0.120, -0.118, -0.234, -0.311, -0.158, -0.156, 0.099, 0.123, 0.019, 0.124, -0.118, 0.148, 0.088, -0.108, 0.077, 0.173, -0.092, -0.107, 0.062, -0.121, -0.250, 0.091, -0.083, -0.169, -0.088, 0.119, -0.191, 0.087, -0.080, 0.114, -0.573, 0.164, 0.110, -0.155, -0.135, -0.063, -0.103, -0.131, 0.103, -0.037, 0.127, 0.076, 0.453, 0.070, -0.144, 0.119, 0.154, 0.097],
  "charge": -1,
  "e_homo_ev": [-0.5, -2.8],
  "e_above_lowest_kcal_mol": 80.8,
  "multiplicity": 4,
  "s2": 3.916
}

=====

[3]
{
  "formula": "C24H22F12N4O4Ti",
  "method": "wB97M-V/def2-TZVPD",
  "symbols": ["C", "F", "C", "H", "C", "C", "C", "N", "H", "C", "C", "H", "C", "Ti", "F", "C", "C", "O", "H", "H", "F", "H", "H", "F", "N", "C", "F", "O", "F", "C", "O", "H", "C", "H", "H", "F", "H", "H", "C", "C", "H", "C", "F", "H", "C", "C", "F", "F", "H", "H", "C", "C", "H", "H", "H", "C", "F", "H", "N", "H", "O", "N", "F", "C", "H", "C", "C"],
  "xyz": [[-0.191, 5.439, 3.993], [-0.996, 1.104, 4.575], [-2.381, 2.345, -4.011], [-1.241, 4.495, -0.908], [2.112, -0.045, -1.712], [3.885, 1.140, 1.407], [-1.549, 2.504, -1.562], [-1.105, 1.892, -0.536], [7.255, 0.372, -1.482], [7.030, 0.062, -0.458], [1.428, 4.424, 2.322], [4.838, -0.427, -1.979], [-1.712, 1.718, -2.822], [0.415, -0.316, -0.230], [1.615, 2.230, -2.238], [1.069, 2.203, 1.362], [2.884, 0.869, 0.474], [1.139, -1.663, 0.259], [-1.187, 5.845, 3.790], [-2.564, 1.598, -4.775], [0.851, 0.483, 3.617], [-1.140, -2.151, 0.024], [2.067, 5.294, 2.438], [-3.111, -0.016, 3.091], [1.512, 1.116, 0.683], [1.843, 3.357, 1.556], [-0.785, -0.904, 3.789], [-1.187, 2.715, 0.556], [1.395, 0.790, -3.858], [3.238, 0.256, -0.735], [-1.456, -0.158, -3.959], [-2.932, 4.046, -1.005], [5.582, 0.327, -0.119], [-3.323, 2.816, -3.727], [7.272, -1.002, -0.377], [1.018, -1.887, -2.792], [-0.201, 5.037, 5.011], [3.609, 1.529, 2.378], [-0.407, 2.257, 1.758], [-0.662, 3.327, 2.772], [-2.160, -1.068, -0.693], [-0.484, 0.381, 3.551], [-3.186, 0.697, 1.051], [2.814, 3.392, 1.081], [4.573, 0.016, -1.023], [-1.033, 0.853, 2.156], [2.858, -2.325, -1.701], [2.933, -1.340, -3.609], [5.977, 1.099, 1.843], [7.694, 0.609, 0.214], [0.179, 4.363, 2.996], [2.257, -1.372, -2.410], [-0.767, -0.834, -3.894], [-2.028, 4.386, -2.499], [-1.730, 3.117, -4.432], [-1.965, 3.945, -1.506], [-3.154, 2.098, 2.674], [-1.602, 3.306, 3.297], [-1.319, -1.614, -0.816], [0.527, 6.262, 3.964], [-0.797, -0.133, 1.252], [-1.247, 0.546, -2.798], [3.343, 1.398, -3.208], [2.103, 1.066, -2.735], [-1.401, -2.232, -1.606], [5.211, 0.873, 1.106], [-2.629, 0.931, 2.257]],
  "forces_ev_per_a": [[0.009, -0.031, -0.058], [0.043, -0.099, -0.036], [0.019, 0.011, 0.022], [-0.015, 0.012, -0.001], [0.418, 0.262, -0.724], [0.006, -0.101, 0.061], [-0.314, 0.094, -0.360], [0.204, 0.110, -0.132], [-0.006, -0.018, 0.050], [-0.100, -0.014, 0.029], [0.074, 0.047, -0.010], [-0.033, 0.050, 0.048], [-0.074, 0.648, 0.163], [-0.417, -0.647, -0.201], [-0.068, -0.186, -0.022], [-0.128, -0.234, -0.251], [-0.097, 0.255, -0.028], [0.331, -0.482, 0.064], [0.076, -0.032, 0.019], [-0.025, 0.020, -0.009], [-0.159, 0.070, -0.007], [-0.238, -0.206, 0.027], [-0.068, -0.092, 0.000], [0.033, 0.109, -0.200], [0.415, 0.612, 0.530], [-0.039, -0.010, 0.034], [0.083, 0.186, -0.013], [0.139, 0.009, 0.481], [-0.303, 0.011, 0.163], [-0.237, 0.012, -0.134], [0.251, -0.484, -0.374], [0.023, 0.016, -0.012], [0.117, -0.004, 0.008], [0.047, 0.000, 0.004], [-0.012, 0.057, -0.001], [0.164, 0.111, 0.145], [0.014, 0.033, -0.053], [0.033, 0.073, -0.033], [0.196, -0.215, 0.073], [0.022, -0.027, -0.067], [-0.153, -0.033, 0.001], [-0.085, 0.047, -0.210], [0.111, -0.016, 0.209], [0.015, -0.019, 0.001], [0.068, -0.124, 0.088], [-0.233, -0.148, -0.285], [-0.103, 0.078, -0.025], [0.069, 0.039, 0.194], [-0.037, -0.020, -0.030], [-0.014, -0.028, -0.024], [0.009, 0.079, 0.029], [-0.041, -0.006, -0.447], [-0.050, -0.065, -0.098], [-0.033, -0.036, 0.019], [-0.055, -0.025, 0.033], [-0.014, -0.039, -0.068], [-0.020, -0.179, 0.066], [0.064, -0.012, 0.022], [-0.154, 0.120, 0.102], [-0.063, -0.053, 0.001], [-0.440, 0.571, 1.150], [0.341, -0.166, 0.397], [-0.024, 0.051, -0.017], [0.211, 0.020, -0.042], [0.080, -0.033, -0.179], [0.002, 0.025, 0.061], [0.164, 0.044, -0.146]],
  "lowdin_charge": [-0.059, 0.136, -0.015, 0.090, -0.167, -0.017, -0.245, 0.097, 0.073, -0.064, -0.062, 0.126, -0.270, 0.935, 0.122, -0.177, -0.216, -0.322, 0.074, 0.069, 0.169, 0.048, 0.094, 0.141, -0.002, -0.044, 0.152, -0.068, 0.110, -0.138, -0.036, 0.096, -0.272, 0.086, 0.075, 0.053, 0.077, 0.116, -0.222, 0.006, 0.048, -0.523, 0.134, 0.108, 0.012, -0.274, 0.145, 0.093, 0.103, 0.066, -0.291, -0.567, 0.082, 0.067, 0.094, -0.007, 0.128, 0.106, 0.026, 0.065, -0.238, 0.023, 0.104, -0.564, 0.056, -0.049, -0.499],
  "charge": -1,
  "e_homo_ev": [-3.2, -4.7],
  "multiplicity": 2,
  "s2": 0.774
}

=====

| no. | E (eV) |
| --- | --- |
| 1 | -133015.5813 |
| 2 | -76645.1387 |
| 3 | -95124.2177 |